No. 1
Density functional theory data (ωB97M-V/def2-TZVPD) for a structure of composition C38H86AsF6N6O2P in a non-equilibrium geometry.

Each line ends with the Mulliken spin population.
Positions of all 140 atoms, in Å:
As  -1.020  -0.055  -0.419  0.0000
F  0.202  1.114  -0.993  0.0000
F  -1.557  1.181  0.846  0.0000
F  -2.208  -1.168  0.142  0.0000
F  -0.636  -1.294  -1.630  -0.0001
F  0.283  -0.713  0.689  0.0002
F  -2.154  0.729  -1.563  0.0000
C  -3.889  2.003  5.176  0.0000
N  -3.700  0.582  4.514  0.0000
C  -2.595  0.628  3.431  0.0000
C  -3.241  -0.321  5.675  0.0000
C  -5.080  0.260  3.994  0.0000
C  -5.215  -0.968  3.117  0.0000
O  -4.720  -2.085  3.880  0.0000
H  -3.060  2.357  5.787  0.0000
H  -4.785  2.049  5.796  0.0000
H  -3.865  2.741  4.374  0.0000
H  -1.632  0.707  3.935  0.0000
H  -2.839  1.426  2.730  0.0000
H  -2.842  -0.270  2.864  0.0000
H  -4.059  -0.344  6.395  0.0000
H  -2.384  0.210  6.090  0.0000
H  -3.040  -1.329  5.313  0.0000
H  -5.424  1.155  3.476  0.0000
H  -5.628  0.077  4.919  0.0000
H  -4.658  -0.983  2.180  0.0000
H  -6.251  -1.172  2.848  0.0000
H  -4.704  -2.936  3.437  0.0000
C  -1.143  5.091  2.300  0.0000
N  -0.097  5.228  1.186  0.0000
C  0.360  6.743  1.088  0.0000
C  1.207  4.451  1.609  0.0000
C  -0.739  4.704  -0.172  0.0000
C  0.011  5.067  -1.495  0.0000
O  1.316  4.507  -1.530  0.0000
H  -0.735  5.671  3.128  0.0000
H  -1.126  4.009  2.432  0.0000
H  -2.106  5.531  2.039  0.0000
H  0.564  7.222  2.046  0.0000
H  -0.450  7.262  0.575  0.0000
H  1.199  6.742  0.392  0.0000
H  1.992  4.576  0.863  0.0000
H  0.919  3.401  1.638  0.0000
H  1.451  4.772  2.621  0.0000
H  -1.756  5.095  -0.202  0.0000
H  -0.808  3.617  -0.157  0.0000
H  0.078  6.151  -1.590  0.0000
H  -0.576  4.569  -2.268  0.0000
H  1.672  4.303  -2.398  0.0000
C  -2.337  -2.811  -6.403  0.0000
C  -1.912  -2.254  -5.037  0.0000
N  -2.936  -2.311  -4.024  0.0000
C  -4.034  -1.479  -3.958  0.0000
C  -4.632  -1.678  -2.742  0.0000
N  -3.974  -2.643  -1.999  0.0000
C  -2.901  -2.961  -2.787  0.0000
C  -4.323  -3.078  -0.685  0.0000
H  -3.184  -2.292  -6.851  0.0000
H  -2.627  -3.861  -6.370  0.0000
H  -1.465  -2.802  -7.056  0.0000
H  -1.559  -1.224  -5.090  0.0000
H  -1.058  -2.784  -4.615  0.0000
H  -4.152  -0.842  -4.822  0.0000
H  -5.542  -1.260  -2.337  0.0000
H  -2.027  -3.427  -2.357  0.0000
H  -3.551  -3.701  -0.234  0.0000
H  -5.299  -3.542  -0.822  0.0000
H  -4.448  -2.272  0.038  0.0000
C  -7.490  4.052  -4.834  0.0000
C  -7.566  2.994  -3.675  0.0000
N  -6.891  3.335  -2.439  0.0000
C  -7.341  4.268  -1.528  0.0000
C  -6.464  4.249  -0.402  0.0000
N  -5.563  3.211  -0.705  0.0000
C  -5.755  2.726  -1.981  0.0000
C  -4.431  2.737  0.119  0.0000
H  -6.498  4.273  -5.229  0.0000
H  -8.028  4.923  -4.459  0.0000
H  -8.142  3.714  -5.640  0.0000
H  -7.380  1.961  -3.970  0.0000
H  -8.610  2.891  -3.379  0.0000
H  -8.203  4.896  -1.701  0.0000
H  -6.420  4.644  0.602  0.0000
H  -5.160  1.955  -2.446  0.0000
H  -4.578  1.658  0.175  0.0000
H  -4.380  3.133  1.133  0.0000
H  -3.500  2.925  -0.415  0.0000
C  4.284  2.103  2.396  0.0000
C  3.409  1.052  1.761  0.0000
C  4.286  -0.094  1.304  -0.0039
C  3.538  -1.170  0.517  0.0104
P  4.581  -2.496  0.099  0.0158
C  3.611  -3.675  -0.874  0.0076
C  4.416  -4.818  -1.662  0.0002
C  4.430  -6.189  -0.973  0.0010
C  4.968  -7.279  -1.878  0.0007
C  5.969  -1.986  -0.929  0.0364
C  5.617  -1.312  -2.263  0.1794
C  6.839  -1.139  -3.253  0.1987
C  7.551  0.126  -3.183  0.1110
C  5.083  -3.382  1.589  0.0138
C  6.066  -2.701  2.569  0.0019
C  6.667  -3.896  3.436  0.0025
C  5.589  -4.646  4.249  0.0005
H  4.602  1.742  3.374  0.0000
H  3.901  3.121  2.465  0.0000
H  5.225  2.298  1.881  0.0000
H  2.839  1.490  0.942  0.0001
H  2.647  0.742  2.475  0.0000
H  4.753  -0.544  2.180  0.0005
H  4.965  0.393  0.604  0.0017
H  3.063  -0.728  -0.359  0.0034
H  2.728  -1.628  1.086  0.0027
H  3.064  -3.097  -1.620  -0.0025
H  2.809  -4.060  -0.246  0.0007
H  5.455  -4.541  -1.840  0.0008
H  3.925  -4.923  -2.629  0.0000
H  3.413  -6.499  -0.735  0.0008
H  5.010  -6.147  -0.050  0.0000
H  4.809  -8.293  -1.510  0.0001
H  6.057  -7.234  -1.888  0.0002
H  4.527  -7.260  -2.874  0.0000
H  6.558  -2.885  -1.111  0.0008
H  6.596  -1.363  -0.292  0.0029
H  5.150  -0.339  -2.110  0.0287
H  4.853  -1.866  -2.809  0.0066
H  6.483  -1.295  -4.271  0.0232
H  7.643  -1.826  -2.986  0.1038
H  8.428  0.095  -3.830  0.1622
H  7.923  0.316  -2.177  0.0285
H  7.020  0.981  -3.602  0.0545
H  5.486  -4.249  1.065  -0.0001
H  4.156  -3.617  2.112  0.0027
H  5.438  -2.106  3.231  0.0000
H  6.864  -2.107  2.122  0.0015
H  7.358  -3.482  4.170  0.0001
H  7.144  -4.597  2.751  -0.0003
H  6.011  -5.520  4.745  0.0001
H  4.828  -5.027  3.567  0.0003
H  5.197  -4.062  5.082  0.0001

Output
HOMO energy (alpha / beta) = -19.59 / -19.59 eV
2S+1 = 2
LUMO level (alpha / beta) = -9.49 / -17.24 eV
net charge = +5
<S²> = 0.7529

No. 2
Density functional theory data (ωB97M-V/def2-TZVPD) for a cluster of 2 separate species, H2NO4P in total in a non-equilibrium geometry.

Each line ends with the natural charge from an NBO analysis.
Positions of all 8 atoms, in Å:
O  2.735  -0.739  0.821  -0.2527
N  2.352  -0.204  -0.166  0.3930
O  0.953  -0.124  -0.163  -0.6703
H  0.375  0.476  -0.739  0.5383
O  -1.513  1.496  -0.601  -1.0751
P  -2.477  0.560  0.017  1.5583
O  -1.696  -0.741  0.424  -1.0209
H  -0.729  -0.724  0.407  0.5292

Output
HOMO energy = -10.91 eV
SMILES = O=NO.O=PO
LUMO level = -0.28 eV
ΔE to the lowest compared entry with this formula, charge and spin = 152.7 kJ/mol
net charge = 0

No. 3
Density functional theory data (ωB97M-V/def2-TZVPD) for the molecule C7H10O2S2 in a non-equilibrium geometry.

Each line ends with the Mulliken spin population.
Positions of all 21 atoms, in Å:
C  -0.185  0.566  -0.026  -0.0391
C  2.592  0.487  0.003  0.5889
C  -2.356  -0.097  -0.134  -0.0087
C  -1.481  -1.309  -0.021  0.0014
C  -1.445  1.088  -0.002  0.0693
C  -2.051  2.387  0.372  -0.0021
C  4.724  -1.266  0.086  0.0095
O  1.218  0.988  0.031  0.0706
O  -0.121  -0.776  -0.091  -0.0024
S  3.669  1.650  -0.066  1.0340
S  2.928  -1.250  0.234  0.2559
H  -3.061  -0.083  -0.999  0.0049
H  -3.051  0.028  0.735  0.0035
H  -1.490  -1.963  0.910  -0.0004
H  -1.596  -1.834  -0.947  -0.0006
H  -1.875  2.269  1.516  0.0055
H  -3.182  2.480  0.201  0.0001
H  -1.687  3.209  -0.146  0.0025
H  4.846  -2.001  0.861  0.0034
H  5.218  -0.365  0.318  -0.0063
H  5.038  -1.695  -0.800  0.0101

Output
HOMO energy (alpha / beta) = -5.87 / -7.74 eV
2S+1 = 3
LUMO level (alpha / beta) = 0.74 / -2.87 eV
net charge = 0
<S²> = 2.0090

No. 4
Density functional theory data (ωB97M-V/def2-TZVPD) for a structure of composition C40H68N6O3SSr.

Each line ends with the Mulliken charge.
Positions of all 119 atoms, in Å:
Sr  -0.788  1.819  -0.004  1.7282
C  1.340  4.212  -2.272  -0.0566
C  0.394  5.399  -0.208  -1.1251
N  -1.316  4.169  0.900  -0.2708
C  -2.584  4.859  0.649  -1.2386
C  -3.170  4.415  -0.679  -0.7570
N  -3.238  2.955  -0.823  0.6522
C  -3.705  2.586  -2.165  -0.9715
C  -2.587  2.625  -3.214  0.4662
C  -2.004  1.264  -3.568  -1.4551
N  -1.253  0.610  -2.473  0.4700
C  0.059  0.106  -2.907  -0.0201
C  1.073  1.233  -3.021  -0.9977
N  1.384  1.763  -1.695  0.3532
C  2.137  3.024  -1.691  0.5337
H  1.740  4.507  -3.240  0.6698
H  0.293  3.917  -2.362  -0.6278
H  -0.176  6.339  -0.354  0.3398
H  0.957  5.569  0.731  0.2971
H  -0.895  4.508  1.765  0.1397
H  -2.484  5.953  0.615  0.3620
H  -3.265  4.619  1.474  0.4529
H  -2.527  4.796  -1.473  0.4710
H  -4.162  4.871  -0.808  0.4476
H  -3.914  2.573  -0.170  -0.0518
H  -4.520  3.254  -2.479  0.4255
H  -4.134  1.584  -2.103  0.3106
H  -1.790  3.286  -2.861  -0.4995
H  -2.970  3.060  -4.141  0.3498
H  -1.331  1.383  -4.420  0.4905
H  -2.810  0.605  -3.906  0.4223
H  -1.793  -0.176  -2.126  0.0005
H  -0.008  -0.424  -3.866  0.4504
H  0.409  -0.618  -2.164  -0.5870
H  0.655  2.043  -3.623  0.5748
H  1.966  0.875  -3.550  0.3208
H  1.942  1.070  -1.202  -0.2451
H  3.083  2.931  -2.239  0.7651
H  2.384  3.227  -0.651  -1.0325
C  6.181  -2.208  1.327  -2.3891
C  4.732  -2.577  1.002  1.9510
C  4.684  -3.083  -0.447  -1.2469
C  4.302  -3.711  1.945  -1.5760
C  3.774  -1.390  1.153  -0.7474
C  2.459  -1.549  0.887  -0.7596
C  1.526  -0.464  1.022  -1.2792
N  0.218  -0.502  0.844  0.1250
C  -0.564  -1.496  0.397  1.2895
C  -0.163  -2.645  -0.347  -0.7778
C  -1.024  -3.668  -0.582  -0.7316
C  -2.289  -3.606  0.079  -0.2803
C  -2.766  -2.529  0.770  -0.3507
C  -1.983  -1.302  0.703  0.5722
O  -2.449  -0.144  0.901  -1.3158
C  -4.097  -2.639  1.530  2.3289
C  -4.141  -1.691  2.735  -1.7051
C  -5.278  -2.372  0.587  -1.5200
C  -4.258  -4.058  2.105  -1.9600
C  -0.628  -4.825  -1.500  2.1338
C  -0.465  -4.287  -2.929  -1.6413
C  -1.680  -5.935  -1.519  -2.2566
C  0.702  -5.437  -1.038  -1.4759
C  2.010  0.846  1.524  1.3263
O  1.236  1.810  1.614  -1.0041
C  3.427  0.959  1.877  -0.4514
C  4.228  -0.111  1.641  0.3209
C  3.931  2.241  2.540  2.3061
C  3.750  3.460  1.622  -1.3451
C  5.416  2.150  2.900  -2.3519
C  3.143  2.462  3.841  -1.7605
H  6.817  -3.081  1.176  0.4565
H  6.297  -1.891  2.366  0.4144
H  6.552  -1.411  0.679  0.4102
H  5.363  -3.930  -0.576  0.4842
H  4.981  -2.296  -1.143  0.3359
H  3.680  -3.414  -0.720  0.0013
H  4.977  -4.563  1.841  0.4556
H  3.290  -4.054  1.725  0.2573
H  4.326  -3.379  2.985  0.3496
H  2.089  -2.529  0.629  1.2904
H  0.817  -2.649  -0.803  0.3340
H  -2.914  -4.486  0.034  0.3460
H  -4.115  -0.644  2.456  0.2007
H  -3.291  -1.875  3.397  0.4115
H  -5.055  -1.876  3.302  0.3979
H  -5.224  -1.383  0.133  0.2992
H  -6.221  -2.449  1.135  0.4579
H  -5.295  -3.114  -0.215  0.2343
H  -3.402  -4.332  2.724  0.4111
H  -4.381  -4.816  1.331  0.3494
H  -5.155  -4.090  2.727  0.4751
H  -1.400  -3.850  -3.287  0.3453
H  -0.179  -5.091  -3.612  0.4648
H  0.307  -3.516  -2.973  0.2593
H  -2.643  -5.573  -1.886  0.4085
H  -1.829  -6.368  -0.528  0.4301
H  -1.352  -6.734  -2.185  0.4305
H  1.513  -4.706  -1.060  0.1088
H  0.987  -6.264  -1.693  0.5071
H  0.619  -5.819  -0.019  0.3463
H  5.276  -0.020  1.879  0.6751
H  4.309  3.332  0.692  0.2939
H  4.136  4.351  2.120  0.6167
H  2.701  3.628  1.387  -0.0804
H  6.044  2.019  2.016  0.4326
H  5.619  1.333  3.597  0.4627
H  5.720  3.080  3.384  0.4192
H  2.080  2.583  3.643  0.2690
H  3.507  3.363  4.340  0.4863
H  3.281  1.619  4.522  0.3722
S  2.549  6.526  -1.489  -0.2514
C  1.414  5.378  -1.325  -0.2089
N  -0.398  4.205  -0.197  -0.0969
C  -5.759  1.180  1.261  -0.7176
O  -4.882  0.838  0.202  -0.4894
H  -5.245  1.727  2.059  0.2747
H  -6.232  0.296  1.699  0.2555
H  -6.539  1.820  0.852  0.2816
H  -4.070  0.433  0.559  0.3466

Output
HOMO energy (alpha / beta) = -6.45 / -6.45 eV
LUMO level (alpha / beta) = -1.59 / -1.59 eV
ΔE to the lowest compared entry with this formula, charge and spin = 110.6 kJ/mol
net charge = 0

| no. | calculated total energy (hartree) |
| --- | --- |
| 1 | -5152.9765 |
| 2 | -698.2192 |
| 3 | -1219.3278 |
| 4 | -2548.1713 |